Density functional theory data (ωB97M-V with the def2-TZVPD basis set) for a 2-piece molecular cluster, C8H14N3S overall.

Computed properties:
total charge = +1
highest occupied orbital energy (alpha / beta) = -12.11 / -12.29 eV
orbital gap (alpha / beta) = 7.96 / 7.85 eV
energy above the lowest of the compared OMol25 structures with the same formula, charge and spin = 318.6 kJ/mol
E_LUMO (alpha / beta) = -4.15 / -4.44 eV

Positions of all 26 atoms, in Å:
C: -1.0096 0.3892 -0.2674
C: -1.6815 -0.7959 -0.5446
C: -1.9003 1.4425 -0.2508
C: 2.3503 -1.1402 -0.0696
C: 2.0854 -0.3946 -1.3671
C: 1.4378 1.0361 0.5136
C: -1.2298 -2.2052 -0.6404
C: -1.7269 2.8846 0.0293
N: -2.9496 -0.4627 -0.7074
N: -3.0778 0.8594 -0.5358
N: 1.7591 -0.3164 1.0381
S: 2.3438 1.3560 -0.9224
H: 1.9050 -2.1362 -0.0711
H: 3.4265 -1.2319 0.0936
H: 2.7619 -0.6895 -2.1638
H: 1.0444 -0.4895 -1.6843
H: 1.3348 1.8117 1.2508
H: -0.4572 -2.3298 -1.3982
H: -0.8535 -2.5606 0.3189
H: -2.0857 -2.8151 -0.9161
H: -1.9287 3.0927 1.0808
H: -0.7099 3.1933 -0.1937
H: -2.4202 3.4718 -0.5683
H: -3.9892 1.2847 -0.6135
H: 0.8886 -0.7387 1.3826
H: 2.4118 -0.2712 1.8335

For reference, the Löwdin charges in units of e are:
1. C 0.088
2. C -0.384
3. C -0.317
4. C -0.170
5. C -0.402
6. C -0.394
7. C -0.035
8. C -0.018
9. N 0.089
10. N 0.040
11. N 0.004
12. S 0.978
13. H 0.132
14. H 0.136
15. H 0.099
16. H 0.065
17. H 0.080
18. H 0.070
19. H 0.074
20. H 0.089
21. H 0.090
22. H 0.072
23. H 0.088
24. H 0.173
25. H 0.166
26. H 0.186

Density functional theory data (ωB97M-V with the def2-TZVPD basis set) for C37H49BIN8O4S4Tl as an isolated structure.

Computed properties:
total charge = -2
highest occupied orbital energy = -1.85 eV
orbital gap = 5.64 eV
energy above the lowest of the compared OMol25 structures with the same formula, charge and spin = 0.0 kJ/mol
E_LUMO = 3.78 eV

Positions of all 105 atoms, in Å:
Tl: -1.2846 1.4062 1.6265
C: -3.4819 1.1566 -3.0097
C: -2.8348 0.0750 -2.2083
C: -3.3884 -1.1540 -2.1107
C: -2.8020 -2.1129 -1.2557
N: -1.7413 -1.8476 -0.5678
N: -1.1633 -0.6346 -0.6439
B: -0.1033 -0.3880 0.4406
N: 1.2340 0.1581 -0.1414
N: 1.4731 -0.3193 -1.3845
C: 2.3372 0.2639 -2.1546
C: 3.0369 1.4181 -1.7195
C: 2.8666 1.8668 -0.4578
C: 3.5539 3.1037 0.0331
C: 1.9765 1.1540 0.4287
S: 1.8374 1.5200 2.0513
C: 2.5505 -0.3739 -3.5319
C: 1.1885 -0.7280 -4.1447
C: 3.3817 -1.6520 -3.3445
C: 3.2967 0.5701 -4.4718
N: 0.1722 -1.6734 1.2893
N: 0.5955 -2.6522 0.4577
C: 0.9578 -3.7997 0.9085
C: 0.9989 -4.0490 2.3109
C: 0.5933 -3.0996 3.1746
C: 0.6596 -3.3194 4.6520
C: 0.0827 -1.8319 2.6543
S: -0.5396 -0.6878 3.6786
C: 1.3944 -4.8647 -0.0950
C: 0.9695 -4.4867 -1.5186
C: 2.9250 -4.9912 -0.0309
C: 0.7575 -6.2141 0.2635
C: -1.6233 0.3556 -1.4859
S: -0.8710 1.8530 -1.6009
C: -3.3830 -3.5219 -1.1223
C: -2.8540 -4.2100 0.1408
C: -2.9721 -4.3249 -2.3662
C: -4.9140 -3.4465 -1.0323
H: -4.4561 0.8258 -3.3769
H: -2.8513 1.4532 -3.8503
H: -3.6052 2.0430 -2.3824
H: -4.2992 -1.3801 -2.6542
H: 3.6998 1.9514 -2.3922
H: 3.9482 3.6760 -0.8116
H: 4.3700 2.8519 0.7154
H: 2.8501 3.7072 0.6111
H: 0.6244 -1.3755 -3.4711
H: 1.3257 -1.2363 -5.1060
H: 0.5955 0.1787 -4.3036
H: 2.8861 -2.3153 -2.6399
H: 4.3734 -1.4102 -2.9462
H: 3.5085 -2.1773 -4.2988
H: 2.7555 1.5128 -4.5957
H: 3.3931 0.1003 -5.4538
H: 4.3042 0.7931 -4.1079
H: 1.3674 -4.9992 2.6853
H: 0.9741 -4.3425 4.8728
H: -0.3091 -3.1147 5.1077
H: 1.3599 -2.6112 5.1004
H: 1.0778 -3.4159 -1.6825
H: -0.0851 -4.7339 -1.6822
H: 1.5733 -5.0362 -2.2500
H: 3.3972 -4.0641 -0.3716
H: 3.2646 -5.8115 -0.6738
H: 3.2654 -5.1920 0.9905
H: -0.3272 -6.1141 0.3689
H: 1.1578 -6.6250 1.1953
H: 0.9604 -6.9370 -0.5352
H: -1.7651 -4.1543 0.1932
H: -3.1709 -5.2607 0.1474
H: -3.2497 -3.7110 1.0319
H: -1.8840 -4.3211 -2.4827
H: -3.4083 -3.8849 -3.2693
H: -3.3143 -5.3633 -2.2877
H: -5.2120 -2.7332 -0.2577
H: -5.3168 -4.4326 -0.7774
H: -5.3662 -3.1368 -1.9798
C: 2.9951 6.8482 0.3630
C: 1.8605 6.4447 1.2732
C: 1.8312 6.8490 2.6048
C: 0.7733 6.4969 3.4315
C: -0.2733 5.7473 2.9134
C: -0.2645 5.3207 1.5915
C: 0.8086 5.6690 0.7857
S: -1.6437 5.3984 3.9857
O: -1.1077 5.3551 5.3259
O: -2.6895 6.3465 3.7222
N: -2.1525 3.9075 3.5159
C: -3.4461 3.8194 2.7869
C: -3.3320 4.1225 1.2885
O: -3.9827 5.0721 0.8301
O: -2.5447 3.3411 0.6536
H: 3.7921 7.3439 0.9203
H: 2.6400 7.5375 -0.4083
H: 3.4162 5.9776 -0.1467
H: 2.6536 7.4367 3.0039
H: 0.7515 6.7834 4.4763
H: -1.0664 4.7066 1.1791
H: 0.8248 5.3158 -0.2433
H: -4.1463 4.5075 3.2434
H: -3.7979 2.7953 2.9081
I: -3.8882 0.0200 1.5936
N: -0.1112 2.7685 4.1006
C: -1.1824 2.8368 3.4150
H: -0.0122 3.5106 4.7953

Results of the Löwdin charge analysis, in e, for atoms 1 through 99:
1. Tl 0.460
2. C -0.078
3. C -0.279
4. C 0.009
5. C -0.273
6. N 0.150
7. N -0.032
8. B -0.734
9. N -0.027
10. N 0.155
11. C -0.240
12. C 0.027
13. C -0.258
14. C -0.083
15. C -0.696
16. S 0.703
17. C -0.542
18. C -0.049
19. C -0.047
20. C -0.075
21. N 0.029
22. N 0.154
23. C -0.244
24. C 0.025
25. C -0.258
26. C -0.095
27. C -0.649
28. S 0.678
29. C -0.538
30. C -0.047
31. C -0.049
32. C -0.056
33. C -0.686
34. S 0.726
35. C -0.536
36. C -0.050
37. C -0.047
38. C -0.059
39. H 0.073
40. H 0.069
41. H 0.080
42. H 0.112
43. H 0.105
44. H 0.071
45. H 0.082
46. H 0.046
47. H 0.072
48. H 0.077
49. H 0.083
50. H 0.059
51. H 0.084
52. H 0.080
53. H 0.091
54. H 0.079
55. H 0.074
56. H 0.110
57. H 0.070
58. H 0.061
59. H 0.081
60. H 0.058
61. H 0.058
62. H 0.084
63. H 0.086
64. H 0.078
65. H 0.077
66. H 0.079
67. H 0.071
68. H 0.083
69. H 0.053
70. H 0.079
71. H 0.088
72. H 0.061
73. H 0.079
74. H 0.079
75. H 0.073
76. H 0.079
77. H 0.069
78. C -0.055
79. C -0.279
80. C -0.051
81. C -0.056
82. C -0.258
83. C -0.008
84. C -0.024
85. S 0.663
86. O -0.319
87. O -0.277
88. N -0.211
89. C -0.126
90. C -0.693
91. O -0.008
92. O -0.221
93. H 0.068
94. H 0.078
95. H 0.055
96. H 0.101
97. H 0.107
98. H 0.098
99. H 0.126

Density functional theory data (ωB97M-V with the def2-TZVPD basis set) for C19H28ClO6Tl as an isolated structure.

Computed properties:
highest occupied orbital energy (alpha / beta) = -7.57 / -7.68 eV
orbital gap (alpha / beta) = 6.62 / 5.74 eV
energy above the lowest of the compared OMol25 structures with the same formula, charge and spin = 0.0 kJ/mol
E_LUMO (alpha / beta) = -0.95 / -1.94 eV

Positions of all 55 atoms, in Å:
O: 0.9424 0.7764 -3.8856
C: 0.7168 1.9990 -4.6680
C: 0.5169 1.2674 -5.9954
H: 1.6046 2.6487 -4.6466
H: -0.1780 2.5238 -4.3216
C: 0.6815 -0.0024 -5.1082
H: 1.3446 1.4132 -6.6948
H: -0.4541 1.4097 -6.4746
C: 1.8983 -0.8116 -5.5142
H: 2.7863 -0.1696 -5.4897
H: 1.7709 -1.1898 -6.5357
H: 2.0324 -1.6649 -4.8442
C: -0.5647 -0.8455 -4.9444
H: -1.4166 -0.2122 -4.6580
H: -0.3962 -1.6114 -4.1786
H: -0.8175 -1.3574 -5.8841
Tl: 0.9679 2.1044 3.3046
C: -2.1178 -0.3776 3.9973
C: -2.1212 1.0365 4.1466
C: -2.2397 1.6287 2.8617
H: -2.0843 1.5724 5.0932
C: -2.3113 0.5768 1.9072
C: -2.2098 -0.6577 2.6041
H: -2.2067 -1.6505 2.1557
H: -2.0779 -1.1071 4.7836
H: -2.3000 2.6972 2.6541
H: -2.4796 0.6868 0.8410
C: 1.3205 -1.8528 4.4939
C: 0.4094 -2.4658 3.5643
C: 0.6870 -1.9586 2.2755
H: -0.3502 -3.1878 3.8305
C: 1.7790 -1.0400 2.3827
C: 2.1940 -1.0094 3.7253
H: 3.0743 -0.5084 4.1058
H: 1.4959 -2.1834 5.5018
H: 0.1898 -2.2211 1.3479
H: 2.2266 -0.4931 1.5538
O: 0.4909 -0.8463 -0.6718
C: -0.7745 -1.0639 -1.3757
C: -1.4402 0.3085 -1.5986
H: -1.4189 -1.7269 -0.7727
H: -0.5556 -1.5643 -2.3311
C: -0.3260 1.3286 -1.3299
H: -2.2257 0.4690 -0.8596
H: -1.8823 0.4081 -2.5923
C: 0.5732 0.5717 -0.3504
H: -0.6761 2.2962 -0.9676
H: 0.2044 1.4764 -2.2753
H: 0.2025 0.7640 0.6791
H: 1.6297 0.9021 -0.3714
O: -0.0602 1.7137 5.9092
Cl: 0.7858 0.5772 6.3374
O: 0.9570 0.5716 7.7508
O: 0.1259 -0.6771 5.8908
O: 2.0768 0.7289 5.6425

For reference, the Löwdin charges in units of e are:
1. O -0.128
2. C -0.153
3. C -0.072
4. H 0.121
5. H 0.115
6. C -0.553
7. H 0.111
8. H 0.113
9. C -0.021
10. H 0.093
11. H 0.093
12. H 0.088
13. C -0.018
14. H 0.085
15. H 0.069
16. H 0.098
17. Tl 1.001
18. C -0.056
19. C -0.110
20. C -0.174
21. H 0.100
22. C -0.065
23. C -0.087
24. H 0.099
25. H 0.101
26. H 0.090
27. H 0.080
28. C -0.093
29. C -0.101
30. C -0.086
31. H 0.098
32. C -0.140
33. C -0.150
34. H 0.093
35. H 0.114
36. H 0.091
37. H 0.083
38. O -0.150
39. C -0.150
40. C -0.148
41. H 0.115
42. H 0.086
43. C -0.151
44. H 0.069
45. H 0.097
46. C -0.205
47. H 0.116
48. H 0.071
49. H 0.053
50. H 0.126
51. O -0.481
52. Cl 0.719
53. O -0.283
54. O -0.364
55. O -0.453

Density functional theory data (ωB97M-V with the def2-TZVPD basis set) for the molecule C15H16.

Computed properties:
highest occupied orbital energy = -7.32 eV
SMILES = C=C(C)C1=CC2=C(C=CC2=C)C(C)=CC1
orbital gap = 6.77 eV
energy above the lowest of the compared OMol25 structures with the same formula, charge and spin = 0.0 kJ/mol
E_LUMO = -0.56 eV

Positions of all 31 atoms, in Å:
C: -3.0467 1.8035 0.8894
C: 1.2140 2.3634 -2.5672
C: -2.4836 -0.0873 2.4227
C: -1.3757 -0.8763 2.6058
C: -0.0824 1.3077 -0.0752
C: -2.1564 0.8711 1.3962
C: -0.7545 0.6258 1.0280
C: -0.2929 -0.4635 1.7665
C: 1.9468 1.9994 -1.4521
C: 0.9862 -1.1178 1.6419
C: 2.1060 -0.4078 1.2103
C: 1.3013 1.4640 -0.2030
C: 3.4624 2.0116 -1.4905
C: 1.1407 -2.5771 1.9245
C: 2.1075 1.0712 1.0119
H: -2.8163 2.4614 0.0513
H: -4.0270 1.8730 1.3126
H: 1.6969 2.6646 -3.4644
H: 0.1441 2.3566 -2.5152
H: -3.4535 -0.1396 2.8914
H: -1.3619 -1.7012 3.3385
H: -0.7931 1.7045 -0.7748
H: 3.0765 -0.8943 1.0869
H: 3.8400 2.3339 -2.4366
H: 3.8421 1.0231 -1.2855
H: 3.8709 2.7226 -0.7506
H: 0.7778 -2.8612 2.9028
H: 2.1910 -2.8833 1.8909
H: 0.5797 -3.1965 1.2027
H: 3.1386 1.4234 0.9603
H: 1.6258 1.5299 1.8849

For reference, the Löwdin charges in units of e are:
1. C 0.140
2. C 0.067
3. C -0.048
4. C -0.023
5. C 0.028
6. C -0.258
7. C -0.122
8. C -0.145
9. C -0.274
10. C -0.218
11. C -0.011
12. C -0.143
13. C -0.072
14. C -0.062
15. C -0.173
16. H 0.064
17. H 0.055
18. H 0.044
19. H 0.040
20. H 0.105
21. H 0.118
22. H 0.089
23. H 0.107
24. H 0.063
25. H 0.076
26. H 0.089
27. H 0.068
28. H 0.076
29. H 0.093
30. H 0.099
31. H 0.128

Density functional theory data (ωB97M-V with the def2-TZVPD basis set) for C4H9O2P as an isolated structure.

Computed properties:
highest occupied orbital energy = -8.99 eV
orbital gap = 9.55 eV
energy above the lowest of the compared OMol25 structures with the same formula, charge and spin = 164.3 kJ/mol
E_LUMO = 0.56 eV

Positions of all 16 atoms, in Å:
C: -3.6167 -0.3549 -0.3757
C: -0.0982 -1.4927 0.4916
C: 0.1733 0.7080 -1.4839
C: 0.0730 1.3069 1.5371
O: -4.3104 0.5045 -0.7349
O: -1.9632 0.4970 0.0385
P: -0.4864 0.2837 0.1459
H: 0.9191 -1.6701 0.1571
H: -0.9238 -1.9865 -0.0647
H: -0.0678 -1.4614 1.5999
H: 0.3387 1.7963 -1.6633
H: -0.6362 0.4636 -2.1355
H: 1.1125 0.2330 -1.7115
H: 0.9320 0.7917 1.9356
H: -0.7023 1.3898 2.2625
H: 0.4113 2.3376 1.2854

For reference, the Löwdin charges in units of e are:
1. C -0.106
2. C -0.149
3. C -0.163
4. C -0.164
5. O -0.018
6. O -0.453
7. P 0.598
8. H 0.039
9. H 0.066
10. H 0.055
11. H 0.069
12. H 0.043
13. H 0.038
14. H 0.033
15. H 0.044
16. H 0.068

Density functional theory data (ωB97M-V with the def2-TZVPD basis set) for a 2-piece molecular cluster, C19H42Cl2N4O4P overall.

Computed properties:
total charge = +1
highest occupied orbital energy = -11.36 eV
orbital gap = 8.93 eV
E_LUMO = -2.43 eV

Positions of all 72 atoms, in Å:
C: -5.3773 -3.5431 -2.6904
C: -4.8512 -3.0108 -1.3488
C: -3.7558 -1.9455 -1.5619
C: -3.9697 -0.6422 -0.7950
O: -3.0506 -0.4523 0.2892
C: -1.9868 0.4288 -0.0042
C: -1.2191 0.4768 1.3093
N: -2.0312 1.1134 2.3500
C: -1.3309 2.3036 2.8886
C: -2.3344 0.2125 3.4578
C: -3.7618 -0.2292 3.5153
O: -1.4670 -0.1496 4.2462
N: -0.8847 -0.9398 1.5951
C: -0.0712 -1.5626 0.4770
C: 0.0562 -0.6782 -0.7705
O: 0.4761 -1.4387 -1.8500
C: 1.6958 -2.1351 -1.6146
C: 2.8756 -1.2161 -1.2793
N: 3.2839 -1.3159 0.1405
C: 3.3736 -0.0163 0.8121
C: 4.5961 0.8432 0.4557
C: 4.2479 2.0906 -0.3291
O: 5.2347 1.2192 1.6868
N: -1.2115 -0.0305 -1.1538
P: -0.8088 1.2376 -2.3194
C: -0.6487 2.8035 -1.3493
C: -2.3511 1.5158 -3.2526
H: -6.2575 -4.1635 -2.5620
H: -4.5861 -4.0945 -3.1926
H: -5.6299 -2.6940 -3.3242
H: -4.4273 -3.8602 -0.8153
H: -5.6812 -2.6163 -0.7673
H: -3.7168 -1.7063 -2.6250
H: -2.7805 -2.3655 -1.3284
H: -3.9558 0.2312 -1.4442
H: -4.9571 -0.6684 -0.3365
H: -2.3970 1.4271 -0.1634
H: -0.2884 1.0331 1.2247
H: -1.8225 2.6049 3.8092
H: -1.4101 3.1287 2.1875
H: -0.2884 2.1024 3.1386
H: -4.0543 -0.5382 2.5109
H: -4.3861 0.6367 3.7324
H: -3.8984 -1.0220 4.2383
H: -0.3486 -1.0554 2.4540
H: -1.7410 -1.4885 1.6815
H: -0.4718 -2.5463 0.2511
H: 0.9390 -1.7227 0.8535
H: 0.7826 0.1155 -0.5414
H: 1.5829 -2.9047 -0.8499
H: 1.9162 -2.6669 -2.5361
H: 2.5951 -0.1974 -1.5447
H: 3.7001 -1.4698 -1.9433
H: 4.2043 -1.7312 0.1429
H: 3.4147 -0.1998 1.8842
H: 2.4678 0.5614 0.6166
H: 5.3257 0.2605 -0.1105
H: 3.6174 2.7634 0.2542
H: 3.7252 1.8667 -1.2585
H: 5.1525 2.6350 -0.5985
H: 5.3485 2.1701 1.6791
H: -0.4321 2.6418 -0.2948
H: 0.1243 3.4348 -1.7717
H: -1.5881 3.3618 -1.3779
H: -2.0814 2.1902 -4.0617
H: -3.1321 2.0153 -2.6761
H: -2.6933 0.5662 -3.6484
C: 8.7232 1.7019 1.3431
Cl: 8.5201 1.3706 -0.3826
Cl: 8.3888 3.3939 1.7322
H: 8.0250 1.0819 1.8926
H: 9.7447 1.4776 1.6238

For reference, the Löwdin charges in units of e are:
1. C -0.106
2. C -0.247
3. C -0.167
4. C -0.155
5. O -0.115
6. C -0.334
7. C -0.206
8. N -0.059
9. C -0.030
10. C -0.446
11. C 0.033
12. O 0.107
13. N 0.144
14. C 0.001
15. C -0.437
16. O -0.091
17. C -0.167
18. C -0.172
19. N -0.050
20. C -0.183
21. C -0.410
22. C -0.044
23. O -0.055
24. N -0.160
25. P 0.954
26. C -0.260
27. C -0.279
28. H 0.071
29. H 0.076
30. H 0.072
31. H 0.101
32. H 0.098
33. H 0.102
34. H 0.103
35. H 0.102
36. H 0.122
37. H 0.146
38. H 0.149
39. H 0.102
40. H 0.092
41. H 0.096
42. H 0.079
43. H 0.107
44. H 0.095
45. H 0.175
46. H 0.174
47. H 0.151
48. H 0.120
49. H 0.107
50. H 0.116
51. H 0.130
52. H 0.107
53. H 0.125
54. H 0.110
55. H 0.119
56. H 0.094
57. H 0.132
58. H 0.090
59. H 0.078
60. H 0.084
61. H 0.068
62. H 0.016
63. H 0.036
64. H 0.042
65. H 0.043
66. H 0.036
67. H 0.036
68. C -1.020
69. Cl 0.507
70. Cl 0.509
71. H 0.011
72. H 0.027